[1]
{
  "formula": "C4H11N2O",
  "method": "wB97M-V/def2-TZVPD",
  "species": ["C", "C", "C", "C", "N", "N", "O", "H", "H", "H", "H", "H", "H", "H", "H", "H", "H", "H"],
  "positions_angstrom": [[0.803, 0.361, 1.019], [1.683, 0.706, -0.167], [-0.315, -0.678, 0.609], [-2.479, 0.773, -0.094], [2.648, -0.180, -0.356], [-1.396, -0.130, -0.417], [0.259, -1.828, -0.068], [1.423, -0.153, 1.794], [0.461, 1.185, 1.584], [1.472, 1.396, -1.001], [-3.157, 0.368, 0.652], [-2.098, 1.747, 0.023], [-3.070, 0.829, -1.054], [3.026, -0.309, -1.340], [2.942, -0.761, 0.506], [-0.881, 0.315, -1.208], [-1.846, -1.015, -0.895], [0.525, -2.625, 0.412]],
  "atomic_forces_ev_per_a": [[0.8, -0.5, -0.5], [0.0, -1.9, 1.0], [0.4, -0.9, 0.4], [-1.8, -0.4, -1.5], [0.1, 0.0, -0.4], [1.8, -3.0, -2.5], [-0.4, 1.7, -0.9], [-0.4, 0.0, -0.8], [-1.0, 1.1, 0.1], [-0.1, -0.4, 0.5], [0.4, 0.3, 0.4], [0.3, 1.1, 0.9], [0.4, 0.0, 1.0], [-0.1, 0.0, 2.1], [-0.5, 1.0, -2.5], [-0.6, -0.5, 0.4], [1.4, 1.8, 1.4], [-0.7, 0.7, 0.7]],
  "charge": 1,
  "max_force_ev_per_a": 4.296,
  "e_above_lowest_kj_mol": 501.2,
  "energy_ev": -9343.6623
}


[2]
{
  "formula": "C4H11N2O",
  "method": "wB97M-V/def2-TZVPD",
  "species": ["C", "C", "N", "C", "O", "C", "N", "H", "H", "H", "H", "H", "H", "H", "H", "H", "H", "H"],
  "positions_angstrom": [[-0.173, 0.927, -2.088], [-0.764, 1.483, -0.819], [-1.416, 0.509, 0.123], [-0.757, -0.504, 0.789], [-1.243, -1.417, 1.415], [0.784, -0.482, 0.778], [1.249, -1.649, 1.631], [0.110, 1.781, -2.746], [-0.831, 0.322, -2.679], [0.654, 0.239, -1.995], [-1.503, 2.272, -0.920], [0.036, 1.909, -0.196], [-2.414, 0.344, 0.036], [1.121, 0.388, 1.376], [1.259, -0.313, -0.172], [0.659, -1.653, 2.469], [2.239, -1.640, 1.864], [0.991, -2.517, 1.133]],
  "atomic_forces_ev_per_a": [[-0.2, 0.7, -1.2], [0.3, -0.6, 2.0], [0.8, -1.5, 0.0], [0.2, 1.1, -1.2], [-0.8, -0.2, 0.3], [0.2, 1.8, 1.9], [-0.8, -0.3, -1.5], [0.1, -0.6, 0.5], [-1.0, -0.1, -0.2], [0.6, 0.3, 0.5], [0.1, 0.0, -0.5], [-0.1, 0.3, -0.4], [0.2, 0.1, 0.1], [-0.3, -0.1, -0.3], [0.3, -0.9, -0.4], [0.0, 0.0, 0.1], [0.1, 0.1, -0.1], [0.3, 0.2, 0.4]],
  "charge": 1,
  "max_force_ev_per_a": 2.661,
  "e_above_lowest_kj_mol": 120.3,
  "energy_ev": -9347.6099
}


[3]
{
  "formula": "C4H11N2O",
  "method": "wB97M-V/def2-TZVPD",
  "species": ["N", "C", "C", "C", "N", "C", "O", "H", "H", "H", "H", "H", "H", "H", "H", "H", "H", "H"],
  "positions_angstrom": [[2.631, -0.649, -1.624], [-0.040, 1.097, 0.848], [0.385, 2.106, -0.075], [-0.285, -0.231, 0.933], [-0.750, -0.216, -0.413], [-2.032, -0.995, -0.579], [-0.552, -1.030, 1.850], [2.428, -1.494, -2.179], [3.155, 0.067, -2.180], [3.160, -0.770, -0.755], [-0.266, 1.554, 1.872], [-0.134, 2.051, -0.959], [1.552, 2.006, -0.268], [0.294, 3.103, 0.364], [-0.058, -0.501, -1.111], [-1.822, -1.938, -1.018], [-2.682, -1.023, 0.400], [-2.548, -0.620, -1.473]],
  "atomic_forces_ev_per_a": [[0.0, 1.2, -0.3], [0.9, 4.7, 3.7], [4.3, 1.1, 1.0], [-0.8, -6.4, 0.5], [-2.9, -3.3, 1.4], [-1.0, 1.4, 0.4], [1.0, 2.8, -2.7], [0.8, 0.6, 0.7], [-0.8, -1.2, 0.4], [-0.3, -0.7, -0.7], [-0.7, -0.3, -1.2], [-0.7, 0.0, -2.2], [-2.1, -0.1, 0.1], [-0.2, -0.3, 0.0], [0.6, 1.1, -0.1], [0.6, -1.6, 0.7], [1.5, 0.0, -2.2], [-0.3, 0.9, 0.7]],
  "charge": 1,
  "max_force_ev_per_a": 6.421,
  "e_above_lowest_kj_mol": 593.9,
  "energy_ev": -9342.7011
}


[4]
{
  "formula": "C4H11N2O",
  "method": "wB97M-V/def2-TZVPD",
  "species": ["C", "N", "C", "C", "O", "N", "C", "H", "H", "H", "H", "H", "H", "H", "H", "H", "H", "H"],
  "positions_angstrom": [[0.522, 0.275, -2.379], [1.021, -0.057, -1.084], [0.202, -0.219, 0.032], [-1.169, 0.240, 0.024], [-1.133, 1.545, -0.568], [0.795, -0.591, 1.183], [0.309, -0.396, 2.509], [-0.363, 0.923, -2.110], [1.190, 0.876, -2.881], [0.428, -0.555, -3.094], [1.999, -0.386, -0.906], [-1.584, -0.552, -0.631], [-1.483, 0.199, 1.006], [-1.805, 2.186, -0.363], [1.708, -1.107, 1.153], [-0.645, -0.986, 2.776], [1.072, -0.543, 3.335], [0.089, 0.651, 2.616]],
  "atomic_forces_ev_per_a": [[-2.1, -0.1, 0.1], [-0.3, -2.1, 4.0], [5.4, 0.9, -0.8], [0.1, 0.8, -2.6], [0.5, -0.8, 0.2], [1.4, -1.6, -1.6], [-1.6, -0.2, 2.5], [0.8, -1.1, -1.5], [1.7, 1.7, -0.7], [-0.7, -0.2, 0.7], [-1.2, 0.6, -0.7], [-1.0, 0.6, 0.3], [-1.4, 0.1, 1.8], [-0.9, -0.2, 0.6], [-1.2, 0.9, -0.4], [1.6, 0.7, -0.5], [-0.6, -0.4, -1.5], [-0.4, 0.5, 0.1]],
  "charge": 1,
  "max_force_ev_per_a": 5.522,
  "e_above_lowest_kj_mol": 243.0,
  "energy_ev": -9346.3389
}


[5]
{
  "formula": "C4H11N2O",
  "method": "wB97M-V/def2-TZVPD",
  "species": ["C", "C", "C", "C", "N", "N", "O", "H", "H", "H", "H", "H", "H", "H", "H", "H", "H", "H"],
  "positions_angstrom": [[-1.708, 0.889, -0.024], [-0.328, -1.737, -0.491], [1.814, 1.375, -0.164], [0.299, -0.525, 0.111], [0.320, -0.420, 1.439], [1.104, 0.207, -0.636], [-2.903, 0.454, -0.213], [-1.804, 1.888, 0.446], [0.411, -2.539, -0.515], [-1.167, -2.087, 0.104], [-0.649, -1.556, -1.514], [2.508, 1.703, -0.932], [1.122, 2.190, 0.054], [2.390, 1.137, 0.730], [-0.266, -1.003, 2.011], [0.724, 0.390, 1.872], [-2.947, -0.425, -0.642], [1.080, 0.060, -1.635]],
  "atomic_forces_ev_per_a": [[0.0, -0.2, -0.5], [0.0, -0.1, 0.0], [0.1, 0.2, 0.2], [0.4, -0.2, -0.1], [0.2, 0.2, -0.1], [0.1, -0.3, -0.1], [-0.6, 0.2, 0.1], [-0.3, -0.1, 0.0], [0.1, 0.0, 0.0], [-0.1, 0.0, 0.0], [0.0, 0.1, 0.0], [0.0, 0.0, 0.0], [0.0, 0.0, 0.0], [0.1, 0.0, 0.0], [0.0, -0.1, -0.1], [0.1, 0.0, 0.2], [0.3, 0.4, 0.1], [-0.1, -0.1, 0.2]],
  "charge": 1,
  "max_force_ev_per_a": 0.616,
  "e_above_lowest_kj_mol": 337.2,
  "energy_ev": -9345.3624
}


[6]
{
  "formula": "C4H11N2O",
  "method": "wB97M-V/def2-TZVPD",
  "species": ["C", "N", "C", "O", "C", "N", "C", "H", "H", "H", "H", "H", "H", "H", "H", "H", "H", "H"],
  "positions_angstrom": [[2.627, -0.578, 0.095], [1.856, 0.502, -0.498], [0.521, 0.341, -0.536], [-0.196, 0.532, -1.508], [-0.267, 0.077, 0.764], [-1.543, -0.622, 0.331], [-2.725, 0.022, 0.927], [3.617, -0.757, -0.382], [2.893, -0.350, 1.132], [2.095, -1.515, 0.098], [2.220, 1.016, -1.287], [0.285, -0.566, 1.441], [-0.563, 0.958, 1.310], [-1.447, -1.598, 0.608], [-1.588, -0.412, -0.680], [-3.615, -0.597, 0.850], [-2.914, 0.962, 0.388], [-2.573, 0.290, 1.973]],
  "atomic_forces_ev_per_a": [[1.8, 0.1, 1.0], [-0.4, -0.2, -0.1], [-1.2, 1.2, -0.4], [0.3, 0.0, 0.0], [0.5, -1.4, -0.3], [0.7, 0.9, 1.0], [-1.1, 0.9, 0.4], [-0.9, 0.4, -0.1], [-0.1, 0.0, 0.0], [-0.2, -0.4, -0.2], [0.1, -0.4, -0.2], [-0.1, -0.1, 0.2], [0.3, 0.6, -0.2], [-0.4, -0.1, -0.6], [0.3, -0.6, -0.3], [0.1, -0.2, -0.1], [0.2, -0.4, 0.1], [0.2, -0.3, -0.1]],
  "charge": 1,
  "max_force_ev_per_a": 2.033,
  "e_above_lowest_kj_mol": 144.7,
  "energy_ev": -9347.3568
}


[7]
{
  "formula": "C4H11N2O",
  "method": "wB97M-V/def2-TZVPD",
  "species": ["C", "O", "C", "C", "N", "C", "N", "H", "H", "H", "H", "H", "H", "H", "H", "H", "H", "H"],
  "positions_angstrom": [[-1.986, -0.947, -0.364], [-0.967, -0.266, -1.050], [0.018, 0.350, -0.349], [-0.413, 0.796, 0.963], [0.664, 1.216, -1.249], [1.297, -0.905, 0.205], [2.491, -0.643, -0.112], [-1.631, -1.733, 0.169], [-2.491, -1.324, -1.256], [-2.691, -0.293, 0.240], [0.509, 1.137, 1.425], [-1.139, 1.745, 1.030], [-0.885, 0.067, 1.650], [0.258, 1.080, -2.106], [0.675, 2.261, -0.949], [0.856, -1.809, 0.720], [3.310, -1.227, 0.055], [2.711, 0.205, -0.756]],
  "atomic_forces_ev_per_a": [[-2.6, 2.1, -2.1], [0.9, 0.1, -0.4], [0.5, -1.7, -0.3], [-1.0, 3.3, 2.7], [1.8, 2.7, 3.8], [-3.0, 1.0, -1.1], [1.1, 0.8, -1.3], [1.1, -2.4, 1.9], [-0.7, -0.3, 0.7], [1.0, -0.6, -0.8], [0.0, 0.2, 0.7], [1.5, -2.0, -0.8], [0.5, 0.1, -0.8], [-1.0, 0.0, -2.7], [-0.1, -2.6, -0.8], [1.4, 0.9, -0.3], [-0.3, -0.1, 0.3], [-1.0, -1.3, 1.3]],
  "charge": 1,
  "max_force_ev_per_a": 5.024,
  "e_above_lowest_kj_mol": 355.2,
  "energy_ev": -9345.1756
}


[8]
{
  "formula": "C4H11N2O",
  "method": "wB97M-V/def2-TZVPD",
  "species": ["C", "N", "C", "C", "N", "C", "O", "H", "H", "H", "H", "H", "H", "H", "H", "H", "H", "H"],
  "positions_angstrom": [[-0.309, 1.624, -0.154], [-0.657, 0.219, 0.106], [-2.040, 0.049, 0.331], [0.183, -0.791, 0.066], [-0.054, -2.084, -0.007], [1.738, -0.230, -0.425], [2.155, 0.622, 0.576], [-0.582, 1.799, -1.152], [-0.792, 2.279, 0.532], [0.862, 1.771, -0.176], [-2.127, 0.164, 1.396], [-2.500, 0.796, -0.190], [-2.552, -0.828, 0.096], [0.653, -2.736, 0.303], [-1.026, -2.206, 0.064], [1.507, 0.131, -1.492], [2.398, -1.009, -0.519], [3.142, 0.428, 0.645]],
  "atomic_forces_ev_per_a": [[3.9, -0.6, -0.3], [1.6, -2.0, -0.4], [0.1, -0.2, 2.4], [4.6, 3.4, -2.6], [-0.1, 1.4, 0.5], [-4.8, -0.3, 0.1], [2.9, 0.0, -0.2], [-0.9, 0.6, -1.3], [-0.3, 0.3, 0.6], [-2.9, 0.0, 0.6], [-0.9, 0.4, 0.6], [-1.6, 2.1, -1.1], [-0.1, -1.9, -0.8], [-0.4, -0.1, -0.2], [-1.3, -1.8, 0.3], [0.5, 0.2, 1.6], [1.3, -2.3, -0.3], [-1.7, 0.8, 0.3]],
  "charge": 1,
  "max_force_ev_per_a": 6.231,
  "e_above_lowest_kj_mol": 286.8,
  "energy_ev": -9345.8847
}